No. 1
{
  "formula": "C19H57NO9",
  "method": "ωB97M-V with the def2-TZVPD basis set",
  "symbols": ["C", "O", "H", "H", "H", "H", "C", "C", "O", "H", "H", "H", "H", "H", "H", "C", "C", "O", "H", "H", "H", "H", "H", "H", "C", "C", "O", "H", "H", "H", "H", "H", "H", "C", "C", "O", "H", "H", "H", "H", "H", "H", "C", "C", "O", "H", "H", "H", "H", "H", "H", "C", "C", "O", "H", "H", "H", "H", "H", "H", "C", "C", "O", "H", "H", "H", "H", "H", "H", "C", "C", "C", "O", "C", "N", "H", "H", "H", "H", "H", "H", "H", "H", "H", "H", "H"],
  "positions_angstrom": [[-14.543, 19.097, 10.630], [-15.236, 18.480, 9.574], [-13.642, 18.529, 10.860], [-14.264, 20.124, 10.396], [-15.182, 19.149, 11.511], [-14.939, 18.884, 8.756], [-10.940, 20.863, 12.035], [-10.573, 21.979, 11.051], [-11.339, 23.155, 11.308], [-10.449, 19.907, 11.853], [-11.999, 20.607, 12.036], [-10.744, 21.257, 13.032], [-10.642, 21.743, 9.989], [-9.518, 22.216, 11.185], [-11.063, 23.860, 10.718], [-13.373, 21.980, 7.792], [-12.962, 20.570, 7.422], [-14.041, 19.710, 7.226], [-12.508, 22.615, 7.983], [-13.998, 22.028, 8.684], [-13.975, 22.386, 6.978], [-12.321, 20.193, 8.219], [-12.421, 20.603, 6.476], [-14.490, 20.001, 6.429], [-11.729, 16.997, 8.360], [-12.687, 16.675, 7.246], [-12.292, 17.584, 6.198], [-10.770, 16.513, 8.173], [-12.119, 16.606, 9.300], [-11.514, 18.055, 8.512], [-13.688, 17.004, 7.525], [-12.601, 15.621, 6.984], [-12.785, 18.398, 6.320], [-13.155, 19.861, 15.187], [-14.492, 19.485, 14.577], [-15.455, 18.948, 15.425], [-12.481, 20.223, 14.410], [-12.612, 19.000, 15.577], [-13.274, 20.618, 15.962], [-14.344, 18.817, 13.729], [-14.957, 20.373, 14.149], [-16.326, 18.967, 15.022], [-16.805, 18.125, 6.006], [-17.715, 19.201, 6.535], [-17.793, 20.229, 5.613], [-17.135, 17.755, 5.035], [-16.805, 17.282, 6.696], [-15.791, 18.510, 5.899], [-17.364, 19.625, 7.476], [-18.732, 18.833, 6.666], [-18.096, 20.993, 6.109], [-14.017, 24.773, 12.059], [-14.483, 23.931, 10.960], [-13.948, 22.641, 11.133], [-12.951, 24.965, 11.941], [-14.147, 24.341, 13.051], [-14.525, 25.736, 12.098], [-14.210, 24.318, 9.978], [-15.569, 24.013, 10.990], [-13.018, 22.778, 11.327], [-14.702, 14.719, 9.273], [-15.492, 14.540, 7.967], [-15.841, 13.202, 7.840], [-15.292, 14.414, 10.138], [-14.497, 15.776, 9.446], [-13.798, 14.114, 9.215], [-14.983, 14.857, 7.057], [-16.396, 15.149, 7.966], [-16.615, 13.175, 8.406], [-15.692, 16.340, 12.556], [-17.002, 16.309, 11.753], [-18.111, 15.455, 12.470], [-17.648, 14.139, 12.421], [-18.571, 13.260, 13.016], [-17.386, 17.604, 11.371], [-15.224, 15.358, 12.626], [-15.983, 16.539, 13.587], [-15.062, 17.152, 12.191], [-16.836, 15.838, 10.784], [-18.978, 15.640, 11.836], [-18.474, 15.789, 13.442], [-18.650, 13.509, 14.075], [-18.097, 12.282, 13.095], [-19.517, 13.253, 12.475], [-16.652, 17.795, 10.704], [-18.180, 17.474, 10.760]],
  "lumo_energy_ev": [-2.87, -8.48],
  "total_charge": 1,
  "e_homo_ev": [-11.99, -11.99],
  "homo_lumo_gap_ha": [0.3349, 0.1288],
  "s_squared": 0.754,
  "de_lowest_kj_mol": 0.0,
  "spin_multiplicity": 2
}

No. 2
{
  "formula": "C19H60O19",
  "method": "ωB97M-V with the def2-TZVPD basis set",
  "symbols": ["O", "C", "C", "O", "H", "H", "H", "H", "H", "H", "O", "C", "C", "O", "H", "H", "H", "H", "H", "H", "O", "C", "C", "O", "H", "H", "H", "H", "H", "H", "O", "C", "C", "O", "H", "H", "H", "H", "H", "H", "O", "C", "C", "O", "H", "H", "H", "H", "H", "H", "O", "C", "C", "O", "H", "H", "H", "H", "H", "H", "O", "C", "C", "O", "H", "H", "H", "H", "H", "H", "O", "C", "C", "O", "H", "H", "H", "H", "H", "H", "C", "O", "H", "H", "H", "H", "C", "O", "H", "H", "H", "H", "C", "O", "H", "H", "H", "H"],
  "positions_angstrom": [[3.584, 3.125, 2.126], [2.814, 2.694, 1.018], [1.423, 3.323, 1.009], [0.492, 2.473, 1.714], [3.346, 2.573, 2.896], [3.353, 2.998, 0.120], [2.704, 1.607, 1.007], [1.060, 3.460, -0.018], [1.406, 4.291, 1.518], [-0.391, 2.799, 1.487], [2.898, 0.407, -1.621], [3.800, 0.378, -2.719], [4.240, 1.780, -3.137], [3.143, 2.392, -3.830], [2.016, 0.664, -1.945], [4.706, -0.135, -2.391], [3.357, -0.144, -3.568], [5.128, 1.693, -3.769], [4.478, 2.347, -2.235], [3.209, 3.343, -3.682], [2.872, 1.283, 4.164], [1.910, 0.263, 3.758], [0.639, 0.329, 4.545], [0.895, 0.134, 5.931], [3.164, 0.964, 5.023], [1.723, 0.336, 2.691], [2.487, -0.658, 3.907], [-0.035, -0.438, 4.178], [0.158, 1.294, 4.356], [0.073, 0.189, 6.421], [-4.627, 0.115, 2.369], [-4.070, 0.140, 3.669], [-2.617, 0.660, 3.646], [-1.846, 0.092, 2.625], [-4.098, -0.491, 1.822], [-4.692, 0.812, 4.263], [-4.155, -0.840, 4.157], [-2.200, 0.472, 4.642], [-2.708, 1.730, 3.457], [-1.796, -0.872, 2.796], [3.660, -4.540, 0.835], [2.468, -3.976, 0.305], [2.737, -2.889, -0.710], [3.527, -1.857, -0.127], [4.247, -3.825, 1.106], [1.964, -4.812, -0.187], [1.815, -3.667, 1.131], [1.781, -2.449, -1.015], [3.231, -3.321, -1.585], [3.435, -1.097, -0.729], [-3.566, -0.085, -1.589], [-4.125, -1.368, -1.676], [-4.692, -1.877, -0.337], [-3.645, -1.967, 0.645], [-2.824, -0.101, -0.957], [-4.903, -1.317, -2.440], [-3.427, -2.136, -2.039], [-5.012, -2.910, -0.519], [-5.517, -1.274, 0.023], [-2.956, -2.520, 0.264], [0.702, 1.277, -3.172], [-0.445, 1.912, -2.618], [-0.662, 3.295, -3.202], [0.425, 4.163, -2.864], [1.383, 1.949, -3.358], [-1.332, 1.319, -2.834], [-0.290, 2.026, -1.541], [-1.641, 3.637, -2.852], [-0.652, 3.231, -4.296], [0.362, 4.923, -3.448], [-1.089, -2.320, -4.847], [0.113, -1.765, -4.343], [1.191, -2.843, -4.383], [0.855, -3.879, -3.458], [-1.730, -1.611, -4.950], [0.429, -0.838, -4.835], [0.043, -1.434, -3.297], [2.111, -2.356, -4.059], [1.261, -3.274, -5.385], [-0.098, -4.006, -3.548], [-3.339, 2.584, 0.338], [-2.361, 3.349, 1.065], [-2.875, 2.136, -0.533], [-3.792, 1.836, 0.983], [-4.098, 3.274, -0.040], [-2.812, 4.022, 1.579], [0.128, -0.172, -0.061], [-1.240, 0.154, -0.032], [0.334, -1.053, 0.559], [0.439, -0.421, -1.076], [0.778, 0.631, 0.282], [-1.506, 0.349, 0.890], [-1.034, -3.343, 2.419], [-1.217, -2.534, 3.580], [-1.960, -3.751, 2.005], [-0.549, -2.752, 1.642], [-0.352, -4.172, 2.627], [-1.524, -3.138, 4.265]],
  "lumo_energy_ev": 0.27,
  "e_homo_ev": -9.32,
  "homo_lumo_gap_ha": 0.3525,
  "de_lowest_kj_mol": 28.8,
  "smiles": "OCCO.OCCO.OCCO.OCCO.OCCO.OCCO.OCCO.OCCO.CO.CO.CO"
}

No. 3
{
  "formula": "C19H61B2CoNO13",
  "method": "ωB97M-V with the def2-TZVPD basis set",
  "symbols": ["Co", "B", "H", "H", "H", "H", "B", "H", "H", "H", "H", "C", "C", "O", "O", "H", "H", "H", "H", "H", "H", "C", "C", "O", "O", "H", "H", "H", "H", "H", "H", "C", "C", "O", "O", "H", "H", "H", "H", "H", "H", "C", "C", "O", "O", "H", "H", "H", "H", "H", "H", "C", "C", "O", "O", "H", "H", "H", "H", "H", "H", "C", "O", "C", "C", "N", "C", "C", "O", "C", "H", "H", "H", "H", "H", "H", "H", "H", "H", "H", "H", "H", "H", "H", "H", "C", "C", "C", "O", "H", "H", "H", "H", "H", "H", "H", "H"],
  "positions_angstrom": [[-10.772, -14.865, -8.757], [-12.001, -16.851, -8.782], [-12.733, -16.034, -9.348], [-11.093, -17.164, -9.533], [-11.625, -16.281, -7.795], [-12.648, -17.816, -8.415], [-11.349, -14.306, -6.484], [-11.085, -13.339, -5.765], [-11.944, -13.823, -7.460], [-10.267, -14.842, -6.745], [-12.064, -15.007, -5.817], [-10.142, -21.787, -6.243], [-9.708, -20.892, -7.388], [-9.624, -19.510, -7.001], [-11.431, -21.455, -5.754], [-9.399, -21.610, -5.460], [-10.082, -22.831, -6.570], [-10.355, -20.992, -8.274], [-8.788, -21.323, -7.807], [-10.520, -19.155, -7.203], [-12.055, -21.902, -6.344], [-7.423, -16.899, -6.296], [-7.821, -16.068, -7.535], [-9.110, -16.352, -8.093], [-7.244, -18.276, -6.621], [-8.183, -16.879, -5.512], [-6.470, -16.482, -5.967], [-7.040, -16.238, -8.295], [-7.682, -15.031, -7.203], [-9.200, -17.321, -8.191], [-8.088, -18.785, -6.576], [-9.585, -18.582, -11.779], [-9.023, -19.983, -12.008], [-8.511, -20.519, -10.848], [-8.596, -17.713, -11.297], [-10.335, -18.746, -10.992], [-10.028, -18.285, -12.726], [-8.230, -19.938, -12.761], [-9.811, -20.646, -12.356], [-7.616, -20.213, -10.676], [-8.068, -18.169, -10.632], [-11.337, -17.147, -2.428], [-11.314, -17.862, -3.765], [-11.074, -16.935, -4.831], [-11.502, -15.752, -2.623], [-10.482, -17.416, -1.786], [-12.173, -17.538, -1.821], [-12.264, -18.369, -3.953], [-10.443, -18.527, -3.817], [-10.913, -17.393, -5.658], [-11.780, -15.393, -1.774], [-13.490, -19.371, -12.668], [-14.178, -18.713, -11.489], [-13.666, -19.220, -10.264], [-13.612, -18.558, -13.843], [-13.863, -20.389, -12.847], [-12.432, -19.523, -12.421], [-15.255, -18.884, -11.575], [-13.979, -17.638, -11.556], [-13.169, -18.510, -9.820], [-14.308, -18.838, -14.434], [-12.887, -12.519, -9.261], [-12.017, -13.425, -9.861], [-12.352, -13.788, -11.212], [-11.552, -15.039, -11.620], [-10.320, -15.304, -10.902], [-9.192, -14.432, -11.252], [-9.098, -13.149, -10.448], [-9.447, -13.378, -9.092], [-9.081, -12.349, -8.137], [-13.712, -13.057, -8.795], [-13.236, -11.775, -9.982], [-12.359, -11.991, -8.473], [-12.218, -12.860, -11.789], [-13.421, -14.037, -11.199], [-11.484, -15.172, -12.713], [-12.264, -15.848, -11.417], [-10.002, -16.247, -11.112], [-9.141, -14.266, -12.334], [-8.273, -14.986, -11.029], [-9.848, -12.426, -10.813], [-8.118, -12.682, -10.560], [-8.746, -12.824, -7.226], [-9.986, -11.762, -7.957], [-8.344, -11.665, -8.559], [-15.991, -18.178, -7.345], [-15.948, -16.677, -7.288], [-15.079, -16.184, -6.127], [-15.408, -16.156, -8.565], [-16.482, -18.532, -8.253], [-16.480, -18.679, -6.500], [-14.980, -18.592, -7.308], [-16.929, -16.191, -7.257], [-15.384, -16.695, -5.209], [-15.090, -15.095, -6.041], [-14.013, -16.360, -6.296], [-14.457, -16.349, -8.674]],
  "lumo_energy_ev": [0.24, 0.24],
  "e_homo_ev": [-8.03, -8.10],
  "homo_lumo_gap_ha": [0.3041, 0.3065],
  "s_squared": 3.756,
  "de_lowest_kj_mol": 0.0,
  "spin_multiplicity": 4
}

No. 4
{
  "formula": "C19H61N15O12",
  "method": "ωB97M-V with the def2-TZVPD basis set",
  "symbols": ["C", "O", "C", "C", "N", "C", "C", "O", "C", "H", "H", "H", "H", "H", "H", "H", "H", "H", "H", "H", "H", "H", "H", "H", "N", "C", "N", "O", "H", "H", "H", "H", "N", "C", "N", "O", "H", "H", "H", "H", "N", "C", "N", "O", "H", "H", "H", "H", "N", "C", "N", "O", "H", "H", "H", "H", "N", "C", "N", "O", "H", "H", "H", "H", "N", "C", "N", "O", "H", "H", "H", "H", "N", "C", "N", "O", "H", "H", "H", "H", "C", "C", "O", "H", "H", "H", "H", "H", "H", "C", "C", "O", "H", "H", "H", "H", "H", "H", "C", "C", "O", "H", "H", "H", "H", "H", "H"],
  "positions_angstrom": [[2.859, 5.612, 2.752], [1.477, 5.767, 3.009], [0.735, 6.334, 1.917], [0.632, 5.460, 0.685], [-0.191, 4.266, 0.885], [0.053, 3.299, -0.249], [-0.880, 2.108, -0.201], [-2.288, 2.452, -0.349], [-3.203, 1.429, 0.057], [3.253, 6.563, 2.394], [2.976, 4.728, 2.126], [3.440, 5.505, 3.668], [1.084, 7.332, 1.653], [-0.265, 6.485, 2.325], [1.681, 5.316, 0.430], [0.189, 6.125, -0.056], [-1.194, 4.361, 0.812], [1.070, 2.911, -0.312], [-0.013, 3.829, -1.199], [-0.744, 1.554, 0.728], [-0.666, 1.382, -0.985], [-3.088, 1.268, 1.129], [-3.020, 0.500, -0.482], [-4.221, 1.806, -0.047], [-0.375, -1.978, -3.948], [-1.640, -2.162, -4.180], [-1.729, -2.475, -5.428], [-2.584, -2.133, -3.364], [0.335, -2.217, -4.625], [-0.144, -1.724, -2.998], [-0.947, -3.014, -5.771], [-2.672, -2.531, -5.787], [-4.068, -4.749, -1.898], [-3.493, -5.605, -1.120], [-3.457, -5.279, 0.149], [-3.092, -6.713, -1.486], [-4.493, -3.952, -1.446], [-4.256, -4.958, -2.868], [-3.599, -4.324, 0.445], [-3.240, -6.050, 0.763], [-1.383, -2.300, -0.794], [-0.306, -1.701, -0.620], [-0.126, -1.558, 0.686], [0.493, -1.102, -1.430], [-1.774, -2.343, -1.724], [-1.819, -2.685, 0.032], [-0.826, -1.823, 1.364], [0.806, -1.256, 0.933], [-5.041, -1.478, -2.249], [-5.384, -1.567, -0.975], [-6.424, -0.869, -0.772], [-4.797, -2.293, -0.203], [-4.161, -1.832, -2.595], [-5.571, -0.791, -2.765], [-6.684, -0.691, 0.188], [-6.838, -0.230, -1.436], [0.069, 1.436, 4.657], [0.503, 1.690, 3.461], [0.654, 2.957, 3.240], [0.839, 0.856, 2.687], [-0.005, 0.473, 4.953], [-0.123, 2.151, 5.343], [0.145, 3.642, 3.780], [0.965, 3.286, 2.337], [5.579, -1.412, -1.348], [4.631, -2.232, -1.739], [3.476, -1.593, -1.810], [4.869, -3.358, -2.135], [6.456, -1.821, -1.057], [5.384, -0.422, -1.296], [3.598, -0.647, -1.480], [2.624, -2.085, -2.040], [2.421, 0.462, 0.430], [3.386, 1.254, 0.071], [3.779, 2.141, 0.899], [4.027, 1.026, -0.911], [2.178, -0.221, -0.273], [1.764, 0.533, 1.194], [3.151, 2.169, 1.690], [4.603, 2.705, 0.750], [4.115, -2.367, 2.896], [2.627, -2.640, 2.446], [2.842, -3.514, 1.298], [4.668, -3.293, 2.738], [4.078, -2.088, 3.949], [4.557, -1.600, 2.259], [2.150, -1.700, 2.167], [2.091, -3.131, 3.257], [1.990, -3.898, 1.081], [2.746, 1.550, -4.130], [1.231, 1.232, -4.186], [0.552, 2.435, -4.495], [3.327, 0.632, -4.215], [2.913, 1.928, -3.121], [2.993, 2.222, -4.952], [0.855, 0.969, -3.198], [0.971, 0.491, -4.942], [-0.408, 2.399, -4.509], [-1.525, -1.871, 4.011], [-2.609, -1.297, 3.067], [-2.786, -2.192, 1.904], [-1.776, -2.814, 4.497], [-1.350, -1.205, 4.856], [-0.575, -1.959, 3.485], [-2.309, -0.280, 2.814], [-3.510, -1.275, 3.680], [-3.210, -1.736, 1.173]],
  "lumo_energy_ev": 0.10,
  "e_homo_ev": -8.27,
  "homo_lumo_gap_ha": 0.3077,
  "smiles": "COCCNCCOC.NC(N)=O.NC(N)=O.NC(N)=O.NC(N)=O.NC(N)=O.NC(N)=O.NC(N)=O.CCO.CCO.CCO"
}